# 1
9 unconnected molecules or ions with the total composition C26H37BN9O6 at a distorted geometry. Source: the Open Molecules 2025 dataset; level of theory: the ωB97M-V functional and the def2-TZVPD basis.

```
79
Properties=species:S:1:pos:R:3:forces:R:3:mulliken_charge:R:1
C -0.840 -4.291 3.302 1.45 1.31 0.61 -0.229
O -2.316 -4.336 3.254 -0.39 2.77 -2.84 -0.354
B -2.704 -3.457 2.132 1.45 -2.72 -0.71 0.392
O -2.375 -3.955 0.751 0.21 2.70 2.53 -0.509
C -3.446 -1.994 2.241 -2.23 3.90 0.30 0.436
C -4.627 -1.655 1.149 1.29 2.24 2.50 -0.484
N -5.361 -0.319 1.119 3.61 -0.99 3.15 -0.050
C -5.029 0.791 2.113 2.22 -2.74 1.06 -0.221
C -3.900 0.568 3.285 -0.95 -2.75 -2.78 -0.456
C -3.055 -0.872 3.383 -2.99 1.01 -3.32 0.425
C -1.932 -1.098 4.554 -0.97 0.40 7.33 0.213
O -2.367 -1.075 5.844 2.47 -0.22 -9.19 -0.466
O -0.483 -1.276 4.369 -3.84 1.57 -0.31 -0.252
C 0.173 -0.060 3.865 2.21 -0.06 -1.65 -0.521
C 0.206 -0.125 2.206 -0.11 2.43 0.46 -0.070
O 0.904 -1.314 1.678 -1.50 0.60 -2.95 -0.327
C 0.945 -1.286 0.186 3.21 5.16 -1.69 0.251
O 1.522 -0.260 -0.460 -4.14 -6.84 4.43 -0.528
H -0.470 -3.359 2.655 -0.41 -2.10 1.26 0.018
H -0.564 -3.995 4.425 -0.49 -0.98 -2.53 0.186
H -0.307 -5.266 2.936 -1.34 1.82 0.75 0.290
H -1.919 -3.230 0.223 -1.18 -1.27 0.78 0.299
H -4.942 -2.456 0.343 0.56 1.97 1.82 0.400
H -6.084 -0.181 0.361 0.97 -0.24 1.27 0.339
H -5.607 1.831 2.026 1.34 -2.73 0.09 0.358
H -3.706 1.440 4.040 -0.43 -1.91 -1.65 0.366
H -0.255 0.945 4.290 0.57 -1.98 -1.00 0.319
H 1.312 -0.127 4.208 -2.64 -0.03 -0.50 0.282
H 0.795 0.816 1.807 -1.26 -1.74 0.93 0.215
H -0.902 -0.017 1.825 2.08 -0.58 0.49 0.223
H 0.499 -2.235 -0.383 1.13 1.98 1.53 0.295
C 2.991 3.144 2.335 0.15 -0.02 -0.15 -0.736
C 2.151 3.313 3.532 -0.68 0.14 0.98 0.454
N 1.487 3.446 4.478 0.98 -0.30 -1.52 -0.452
H 3.600 4.033 2.139 -0.23 -0.08 0.15 0.190
H 3.678 2.297 2.439 -0.20 0.12 0.18 0.290
H 2.387 2.962 1.440 -0.03 0.09 0.25 0.267
C 6.946 5.766 1.456 0.20 0.10 0.14 -0.769
C 5.938 5.256 0.511 -0.84 -0.43 -0.83 0.378
N 5.142 4.852 -0.235 1.24 0.62 1.28 -0.396
H 7.895 5.228 1.365 -0.28 -0.03 -0.16 0.270
H 7.159 6.827 1.286 -0.20 -0.21 -0.14 0.275
H 6.614 5.665 2.494 -0.13 -0.06 -0.27 0.278
C 2.146 0.157 -3.700 0.07 0.08 0.26 -0.200
C 1.138 -0.354 -4.645 -0.74 -0.34 -0.75 0.466
N 0.342 -0.757 -5.391 1.13 0.66 1.28 -0.515
H 3.095 -0.382 -3.791 -0.26 0.05 -0.23 0.304
H 2.359 1.218 -3.870 -0.15 -0.32 -0.21 0.033
H 1.814 0.056 -2.661 -0.16 -0.12 -0.33 -0.072
C 2.092 5.851 7.283 -0.04 -0.22 -0.03 -0.598
C 2.164 7.321 7.331 0.07 1.34 0.07 0.286
N 2.221 8.482 7.369 -0.10 -1.97 -0.09 -0.348
H 1.596 5.500 6.371 0.08 0.24 0.11 0.146
H 3.088 5.396 7.305 -0.10 0.29 0.01 0.248
H 1.532 5.445 8.132 0.08 0.29 -0.08 0.264
C -7.508 -5.391 -0.092 -0.06 -0.26 -0.01 -0.823
C -7.436 -3.921 -0.044 0.01 1.16 0.02 0.457
N -7.379 -2.760 -0.006 0.14 -1.77 -0.04 -0.441
H -8.004 -5.742 -1.003 0.07 0.31 0.10 0.298
H -6.512 -5.846 -0.069 -0.08 0.31 0.00 0.271
H -8.068 -5.796 0.757 0.07 0.32 -0.08 0.284
C 1.546 -3.439 -7.049 -0.14 0.05 0.00 -0.022
C 2.724 -4.195 -6.592 1.00 -0.63 0.34 0.275
N 3.654 -4.792 -6.231 -1.51 0.98 -0.53 -0.406
H 0.682 -4.092 -7.207 0.44 -0.05 0.07 -0.010
H 1.246 -2.677 -6.321 0.25 -0.22 -0.08 -0.113
H 1.739 -2.923 -7.995 0.19 -0.17 0.18 0.289
C 4.339 4.329 -5.140 0.00 0.26 0.02 -0.779
C 4.317 2.866 -5.303 0.02 -1.25 -0.17 0.422
N 4.300 1.710 -5.432 0.03 1.96 0.22 -0.407
H 5.344 4.738 -5.288 -0.12 -0.30 -0.01 0.285
H 3.678 4.826 -5.858 0.08 -0.31 0.04 0.268
H 4.012 4.629 -4.138 0.06 -0.28 -0.12 0.249
C -2.860 -3.035 -7.161 -0.16 0.19 0.07 -0.762
C -1.969 -4.148 -7.527 0.69 -1.00 -0.34 0.423
N -1.265 -5.028 -7.816 -1.30 1.46 0.49 -0.466
H -2.547 -2.556 -6.227 0.18 -0.21 -0.19 0.241
H -2.876 -2.259 -7.933 0.17 -0.27 0.04 0.260
H -3.893 -3.373 -7.021 0.26 -0.17 -0.11 0.304
```
Positions in Å, forces in eV/Å.

Output
Electronic energy, hartree: -1981.33736
HOMO, eV: -12.11
Charge: +1
Spin multiplicity: 1
HOMO-LUMO gap, eV: 6.36


# 2
A molecular structure, C26H37Br27N5OS at a distorted geometry. Source: the Open Molecules 2025 dataset; level of theory: the ωB97M-V functional and the def2-TZVPD basis.

```
97
Properties=species:S:1:pos:R:3:forces:R:3:mulliken_charge:R:1
C -4.353 -2.939 2.840 0.44 0.83 0.13 -0.130
C -3.341 -4.020 2.232 -0.78 -0.13 0.05 -0.074
C -2.026 -4.275 3.144 -0.46 -0.88 -0.39 -0.778
C -0.692 -3.778 2.414 -0.51 -0.27 -0.96 0.042
N 0.267 -3.005 3.296 -1.02 2.42 -1.04 -0.285
C -0.098 -1.610 3.130 -0.23 3.29 -0.02 0.062
C -1.482 -1.051 3.634 3.34 0.84 -1.85 -0.130
N -1.726 0.319 3.370 -0.34 -3.33 1.10 0.667
N -1.014 1.273 2.803 3.08 -1.03 -1.06 -0.767
C 0.267 0.937 2.341 -0.43 -2.64 0.41 0.291
C 1.245 2.034 1.675 -0.57 0.02 1.65 -0.540
C 0.559 3.469 1.484 0.56 0.83 -0.60 -0.747
C 0.225 3.860 -0.032 -0.66 0.49 0.80 -0.441
C -0.923 2.981 -0.719 0.35 0.24 -1.01 -0.755
C -0.433 1.589 -1.351 -0.97 -0.47 -0.42 0.880
C -0.293 1.591 -2.948 0.76 -0.55 -0.29 -0.704
C 0.879 2.548 -3.500 -0.35 0.73 1.91 -0.162
S 2.366 1.613 -4.143 0.27 0.25 1.54 0.066
C 3.673 1.902 -2.836 -1.55 4.79 1.41 0.266
N 4.053 3.258 -2.599 0.05 -5.49 1.20 -0.060
N 5.019 3.202 -1.622 0.28 -5.21 0.76 -0.437
C 5.246 1.819 -1.259 -2.02 4.09 -1.44 -0.095
O 4.375 0.942 -1.996 -3.56 5.16 6.48 -0.165
C 0.757 -0.515 2.468 -2.23 0.10 1.25 -0.221
H -4.201 -1.905 2.343 -0.23 -1.52 0.64 -0.112
H -5.455 -3.195 2.733 1.49 0.16 0.04 0.413
H -4.155 -2.781 3.955 -0.37 -0.37 -1.45 -0.308
H -3.940 -4.995 2.111 1.11 1.37 0.27 0.320
H -3.072 -3.686 1.170 -0.18 -0.63 1.56 0.028
H -1.973 -5.414 3.289 0.16 1.72 -0.06 0.313
H -2.166 -3.841 4.202 0.36 -0.51 -1.67 0.436
H -1.002 -3.052 1.571 0.41 -1.40 1.02 0.029
H -0.103 -4.643 1.920 -1.09 1.41 0.96 0.158
H 1.256 -3.186 3.047 -0.85 0.32 0.08 0.341
H -2.247 -1.705 4.180 1.08 1.48 -1.00 0.418
H -2.671 0.637 3.696 0.86 -0.13 -0.40 -0.015
H 2.080 2.178 2.460 -1.25 -0.41 -1.12 0.521
H 1.774 1.633 0.745 -1.05 0.45 1.23 0.072
H 1.330 4.243 1.856 -1.21 -1.19 -0.56 0.393
H -0.377 3.642 2.106 1.24 -0.66 -0.65 0.360
H 1.210 3.900 -0.603 -1.36 -0.28 0.43 0.108
H -0.171 4.944 -0.004 0.71 -1.61 0.00 0.349
H -1.327 3.608 -1.601 0.55 -0.93 1.33 0.399
H -1.839 2.806 -0.043 1.61 0.35 -0.69 0.353
H -1.239 0.800 -1.103 1.36 1.15 -0.40 -0.910
H 0.542 1.183 -0.926 -1.15 0.71 -0.43 0.115
H -1.251 1.870 -3.497 1.03 -0.41 0.98 0.347
H -0.002 0.514 -3.243 -0.67 1.59 0.30 0.375
H 0.498 3.332 -4.240 0.82 -1.38 0.71 0.443
H 1.264 3.141 -2.593 -0.44 -0.72 -1.55 -0.242
H 6.011 1.474 -0.494 -1.31 0.18 -1.45 0.357
H 1.803 -0.759 2.078 -1.71 0.26 0.62 0.178
C 6.771 0.022 -4.693 -0.04 0.11 -1.30 -0.057
Br 7.456 1.148 -6.120 0.28 -0.46 0.04 -0.085
Br 8.156 -0.454 -3.424 -0.41 0.22 -0.14 -0.084
Br 5.226 0.823 -3.799 6.82 -3.49 -7.37 0.186
H 6.429 -0.905 -5.155 0.18 0.15 0.10 -0.025
C 4.470 -2.185 -7.482 0.02 0.05 -0.16 -0.330
Br 6.120 -3.178 -7.252 -0.32 0.18 0.01 -0.021
Br 3.331 -2.980 -8.834 0.23 0.13 0.31 -0.043
Br 3.534 -1.947 -5.800 0.16 -0.07 -0.27 0.027
H 4.743 -1.193 -7.838 -0.07 -0.23 0.11 0.356
C 3.135 -5.024 0.622 0.01 -0.16 -0.17 -0.354
Br 2.530 -5.602 2.373 0.18 0.09 -0.26 -0.049
Br 1.895 -5.545 -0.774 0.20 0.18 0.35 0.026
Br 3.510 -3.121 0.583 -0.12 -0.26 0.03 0.048
H 4.073 -5.539 0.424 -0.21 0.16 0.08 0.368
C -3.155 -2.128 -2.121 -0.10 -0.12 -0.30 -0.438
Br -4.747 -3.232 -2.057 0.38 0.22 0.07 -0.022
Br -2.696 -1.427 -0.371 -0.08 -0.04 -0.20 0.047
Br -1.662 -3.060 -2.935 -0.27 0.20 0.25 -0.001
H -3.383 -1.275 -2.756 0.07 -0.18 0.20 0.381
C -4.776 1.962 5.752 0.00 0.32 0.44 -0.338
Br -4.986 0.748 4.250 -0.08 0.03 0.12 -0.067
Br -4.348 3.759 5.168 -0.10 -0.43 0.04 0.002
Br -6.320 1.928 6.922 0.36 -0.05 -0.39 -0.003
H -3.927 1.604 6.334 -0.22 0.05 -0.16 0.394
C -6.099 -4.422 6.889 -0.06 -0.17 0.20 -0.398
Br -6.307 -5.639 5.393 0.04 0.28 0.22 -0.025
Br -5.667 -2.625 6.299 -0.15 -0.17 0.16 0.034
Br -7.643 -4.444 8.059 0.33 0.03 -0.30 0.042
H -5.252 -4.778 7.473 -0.20 0.11 -0.17 0.389
C 5.904 4.425 -7.491 0.12 -0.05 0.07 -0.301
Br 5.270 3.879 -5.742 -0.17 0.44 -0.27 0.092
Br 4.681 3.892 -8.899 0.19 0.11 0.26 -0.028
Br 6.296 6.322 -7.556 -0.14 -0.34 -0.02 -0.007
H 6.841 3.900 -7.668 -0.24 0.12 0.03 0.284
C 5.508 9.271 -10.715 -0.02 0.03 -0.09 -0.335
Br 3.909 8.177 -10.629 0.33 0.17 0.02 0.002
Br 5.972 10.005 -8.981 -0.07 -0.18 -0.28 -0.028
Br 6.994 8.315 -11.513 -0.29 0.15 0.20 0.001
H 5.284 10.113 -11.368 0.06 -0.22 0.18 0.342
C -10.131 -4.529 11.792 -0.06 -0.01 0.09 -0.334
Br -8.986 -6.022 11.322 -0.20 0.29 0.06 -0.017
Br -9.112 -3.027 12.474 -0.17 -0.29 -0.18 0.002
Br -11.278 -4.012 10.316 0.28 -0.09 0.23 -0.009
H -10.780 -4.867 12.598 0.17 0.09 -0.21 0.349
```
Positions in Å, forces in eV/Å.

Output
Electronic energy, hartree: -71257.73654
HOMO, eV: -10.61
Charge: +1
Spin multiplicity: 1
HOMO-LUMO gap, eV: 6.43


Computed LUMO level (eV) in order:
-5.75; -4.18